Below is a molecular structure, C27H26F6N4NiOSSb, with properties calculated with ωB97M-V/def2-TZVPD.

Atoms and positions in Å:
Ni 1.762 -1.184 -0.271
O 2.446 -1.214 1.537
N 3.446 -2.024 1.822
C 3.944 -1.979 3.078
C 4.974 -2.795 3.453
C 5.503 -3.681 2.508
C 4.987 -3.703 1.240
C 3.930 -2.851 0.868
S 3.226 -2.768 -0.679
H 3.454 -1.258 3.715
H 5.352 -2.743 4.463
H 6.316 -4.344 2.775
H 5.370 -4.372 0.482
C -0.522 3.046 -1.901
C -1.961 2.975 -1.474
C -2.950 3.657 -2.174
C -4.280 3.613 -1.782
C -4.644 2.869 -0.670
C -3.679 2.163 0.033
C -2.347 2.216 -0.362
N -1.353 1.523 0.382
C -0.557 0.541 -0.168
N -1.014 0.006 -1.301
C -0.250 -0.647 -2.292
C 1.050 -1.105 -2.038
C 1.746 -1.569 -3.164
C 1.179 -1.643 -4.424
C -0.135 -1.240 -4.612
C -0.862 -0.724 -3.555
C -2.284 -0.268 -3.758
N 0.590 0.214 0.352
C 1.052 1.004 1.448
C 1.929 2.050 1.193
C 2.428 2.822 2.232
C 2.047 2.540 3.535
C 1.175 1.489 3.784
C 0.666 0.700 2.757
C -0.231 -0.470 3.046
H -0.363 3.898 -2.562
H -0.213 2.142 -2.432
H 0.133 3.146 -1.034
H -2.663 4.245 -3.039
H -5.027 4.158 -2.345
H -5.679 2.815 -0.358
H -3.950 1.535 0.870
H -1.439 1.514 1.386
H -2.012 0.063 -1.440
H 2.773 -1.902 -3.062
H 1.757 -2.030 -5.255
H -0.600 -1.312 -5.589
H -2.564 -0.374 -4.806
H -2.420 0.781 -3.478
H -2.990 -0.857 -3.163
H 2.225 2.235 0.168
H 3.113 3.634 2.022
H 2.428 3.134 4.358
H 0.885 1.263 4.805
H -0.373 -0.589 4.120
H 0.200 -1.384 2.639
H -1.217 -0.378 2.586
F -1.485 -2.341 0.584
Sb -3.359 -2.401 0.789
F -3.149 -2.961 2.584
F -3.299 -0.581 1.385
F -5.239 -2.372 1.001
F -3.555 -1.743 -0.991
F -3.419 -4.187 0.184

Values from the calculation:
M: 749.04 g/mol
F_max: 0.40 eV/A
Charge: -1
Frontier orbital gap: 0.279 hartree
DFT total energy: -111158.0154 eV
Energy relative to the best compared isomer or geometry (same formula, charge and spin): 0.00 kcal per mole

Results of the Mulliken charge analysis, in e, for atoms 1 through 4: number 1, Ni, carries -0.21; number 2, O, carries -0.37; number 3, N, carries 0.23; number 4, C, carries -0.27

---

Below is a molecular structure, C27H26N3O5PS4Sc, with properties calculated with ωB97M-V/def2-TZVPD.

Atoms and positions in Å:
Sc 0.870 0.229 1.354
O 1.318 2.274 0.265
S 0.401 2.917 1.218
O 0.850 4.145 1.813
O -0.002 1.890 2.198
C -1.012 3.309 0.183
C -1.608 4.550 0.311
C -2.552 4.959 -0.617
C -2.888 4.115 -1.666
C -2.292 2.872 -1.785
C -1.346 2.447 -0.852
P -0.487 0.828 -1.031
C -1.873 -0.259 -1.533
C -3.197 -0.044 -1.160
C -4.155 -1.011 -1.401
C -3.802 -2.213 -1.993
C -2.482 -2.447 -2.339
C -1.520 -1.481 -2.104
C 0.303 1.218 -2.650
C -0.305 0.980 -3.880
C 0.357 1.286 -5.057
C 1.630 1.828 -5.024
C 2.246 2.059 -3.805
C 1.591 1.748 -2.627
H -1.283 5.189 1.118
H -3.009 5.937 -0.544
H -3.599 4.440 -2.414
H -2.550 2.229 -2.615
H -3.483 0.874 -0.664
H -5.183 -0.835 -1.115
H -4.559 -2.963 -2.173
H -2.201 -3.389 -2.790
H -0.482 -1.670 -2.348
H -1.294 0.545 -3.924
H -0.123 1.100 -6.009
H 2.144 2.062 -5.946
H 3.243 2.475 -3.772
H 2.074 1.926 -1.678
C -0.113 -4.389 0.060
C -0.210 -2.948 0.499
S 1.253 -2.005 0.182
C -1.323 -2.448 1.065
C -2.562 -3.265 1.316
S -1.503 -0.778 1.614
H 0.872 -4.565 -0.362
H -0.861 -4.612 -0.702
H -0.260 -5.068 0.901
H -2.506 -4.254 0.870
H -3.415 -2.729 0.905
H -2.719 -3.358 2.390
C 1.693 -2.937 4.479
S 2.247 -1.248 4.015
C 1.985 -0.530 5.692
O 1.109 -0.705 3.229
H 0.703 -2.892 4.917
H 2.407 -3.370 5.169
H 1.662 -3.512 3.560
H 2.739 -0.921 6.366
H 0.986 -0.771 6.040
H 2.089 0.547 5.590
O 2.820 0.518 1.555
N 3.880 -0.204 1.817
C 5.049 0.216 1.391
C 6.185 -0.559 1.696
N 7.143 -1.147 1.946
C 5.326 1.415 0.691
N 5.584 2.404 0.165

Values from the calculation:
M: 676.72 g/mol
F_max: 2.79 eV/A
Charge: -1
Frontier orbital gap: 0.203 hartree
DFT total energy: -116462.8028 eV
Energy relative to the best compared isomer or geometry (same formula, charge and spin): 7.60 kcal per mole

Results of the Mulliken charge analysis, in e, for atoms 1 through 4: number 1, Sc, carries 0.18; number 2, O, carries -0.51; number 3, S, carries 1.41; number 4, O, carries -0.72

---

Below is a molecular structure, C27H26N4O3Pd, with properties calculated with ωB97M-V/def2-TZVPD.

Atoms and positions in Å:
Pd -1.137 -0.263 1.427
O -1.622 -2.163 1.089
C -2.808 -2.568 0.763
C -2.948 -3.913 0.336
C -4.168 -4.447 0.011
C -5.342 -3.680 0.086
C -5.239 -2.374 0.489
C -4.001 -1.788 0.825
C -4.026 -0.387 1.145
N -3.002 0.345 1.368
C -3.062 1.803 1.419
C -1.996 2.302 2.378
N -0.760 1.568 2.065
C 0.365 1.952 2.549
C 1.617 1.268 2.436
C 2.748 1.937 2.953
C 4.002 1.392 2.913
C 4.151 0.111 2.353
C 3.079 -0.573 1.847
C 1.765 -0.028 1.850
O 0.821 -0.732 1.323
H -2.044 -4.506 0.286
H -4.225 -5.480 -0.309
H -6.300 -4.106 -0.176
H -6.128 -1.755 0.542
H -5.005 0.096 1.136
H -4.062 2.165 1.668
H -2.793 2.147 0.416
H -2.270 2.090 3.415
H -1.857 3.379 2.261
H 0.385 2.901 3.091
H 2.602 2.919 3.393
H 4.853 1.924 3.314
H 5.131 -0.351 2.329
H 3.191 -1.568 1.437
C 2.690 -1.241 -1.919
N 1.397 -0.790 -2.432
N 0.888 0.387 -1.876
C -0.487 0.279 -1.686
O -1.201 1.161 -1.228
C -0.810 -1.060 -2.124
C 0.333 -1.665 -2.505
C 0.557 -3.069 -2.943
C 1.646 1.571 -1.904
C 1.442 2.529 -0.918
C 2.188 3.696 -0.937
C 3.143 3.910 -1.921
C 3.341 2.949 -2.902
C 2.590 1.784 -2.905
H 3.195 -0.401 -1.449
H 3.311 -1.606 -2.737
H 2.568 -2.022 -1.168
H -1.798 -1.487 -2.102
H -0.374 -3.626 -2.871
H 1.300 -3.566 -2.319
H 0.908 -3.104 -3.976
H 0.696 2.344 -0.160
H 2.028 4.442 -0.169
H 3.729 4.819 -1.925
H 4.079 3.108 -3.678
H 2.727 1.038 -3.677

Values from the calculation:
M: 560.95 g/mol
F_max: 0.43 eV/A
Charge: 0
Frontier orbital gap: 0.284 hartree
DFT total energy: -44004.0795 eV
Energy relative to the best compared isomer or geometry (same formula, charge and spin): 0.00 kcal per mole

Results of the Mulliken charge analysis, in e, for atoms 1 through 4: number 1, Pd, carries 0.77; number 2, O, carries -0.66; number 3, C, carries 0.61; number 4, C, carries -0.49

---

Question: The lowest frontier orbital gap belongs to which entry?
Answer: C27H26N3O5PS4Sc

---

What did the first record say?
Below is a molecular structure, C27H26F6N4NiOSSb, with properties calculated with ωB97M-V/def2-TZVPD.

Atoms and positions in Å:
Ni 1.762 -1.184 -0.271
O 2.446 -1.214 1.537
N 3.446 -2.024 1.822
C 3.944 -1.979 3.078
C 4.974 -2.795 3.453
C 5.503 -3.681 2.508
C 4.987 -3.703 1.240
C 3.930 -2.851 0.868
S 3.226 -2.768 -0.679
H 3.454 -1.258 3.715
H 5.352 -2.743 4.463
H 6.316 -4.344 2.775
H 5.370 -4.372 0.482
C -0.522 3.046 -1.901
C -1.961 2.975 -1.474
C -2.950 3.657 -2.174
C -4.280 3.613 -1.782
C -4.644 2.869 -0.670
C -3.679 2.163 0.033
C -2.347 2.216 -0.362
N -1.353 1.523 0.382
C -0.557 0.541 -0.168
N -1.014 0.006 -1.301
C -0.250 -0.647 -2.292
C 1.050 -1.105 -2.038
C 1.746 -1.569 -3.164
C 1.179 -1.643 -4.424
C -0.135 -1.240 -4.612
C -0.862 -0.724 -3.555
C -2.284 -0.268 -3.758
N 0.590 0.214 0.352
C 1.052 1.004 1.448
C 1.929 2.050 1.193
C 2.428 2.822 2.232
C 2.047 2.540 3.535
C 1.175 1.489 3.784
C 0.666 0.700 2.757
C -0.231 -0.470 3.046
H -0.363 3.898 -2.562
H -0.213 2.142 -2.432
H 0.133 3.146 -1.034
H -2.663 4.245 -3.039
H -5.027 4.158 -2.345
H -5.679 2.815 -0.358
H -3.950 1.535 0.870
H -1.439 1.514 1.386
H -2.012 0.063 -1.440
H 2.773 -1.902 -3.062
H 1.757 -2.030 -5.255
H -0.600 -1.312 -5.589
H -2.564 -0.374 -4.806
H -2.420 0.781 -3.478
H -2.990 -0.857 -3.163
H 2.225 2.235 0.168
H 3.113 3.634 2.022
H 2.428 3.134 4.358
H 0.885 1.263 4.805
H -0.373 -0.589 4.120
H 0.200 -1.384 2.639
H -1.217 -0.378 2.586
F -1.485 -2.341 0.584
Sb -3.359 -2.401 0.789
F -3.149 -2.961 2.584
F -3.299 -0.581 1.385
F -5.239 -2.372 1.001
F -3.555 -1.743 -0.991
F -3.419 -4.187 0.184

Values from the calculation:
M: 749.04 g/mol
F_max: 0.40 eV/A
Charge: -1
Frontier orbital gap: 0.279 hartree
DFT total energy: -111158.0154 eV
Energy relative to the best compared isomer or geometry (same formula, charge and spin): 0.00 kcal per mole

Results of the Mulliken charge analysis, in e, for atoms 1 through 4: number 1, Ni, carries -0.21; number 2, O, carries -0.37; number 3, N, carries 0.23; number 4, C, carries -0.27